Entry 1:
Below is a single C20H24O4 molecule, with properties calculated with ωB97M-V/def2-TZVPD.

Geometry as XYZ:
```
48
Properties=species:S:1:pos:R:3:forces:R:3:mulliken_charge:R:1
C -5.5361 -0.3893 0.8106 0.0622 0.3337 0.1858 -0.7569
O -4.3218 -1.1028 0.7131 -0.2633 -0.0041 -0.0845 -0.3859
C -3.9953 -1.6130 -0.5598 0.3899 -0.1911 -0.1855 -0.6526
C -2.8518 -0.8243 -1.2234 0.1001 -0.3361 0.2849 -0.5278
C -1.6737 -1.7347 -1.6810 -0.4901 0.4431 0.0927 -1.7744
C -0.6028 -1.7096 -0.6437 0.1549 -0.1471 -0.1459 0.8500
C 0.3643 -0.7884 -0.5643 -0.2436 0.0092 -0.2356 0.8872
C 0.4235 0.3362 -1.5806 0.6289 -0.0386 0.0507 -0.8270
C 1.3612 1.4769 -1.2744 0.0312 0.7180 0.2717 0.1948
C 0.8304 2.6246 -0.6690 0.5284 -0.1861 -0.0373 -0.7020
C 1.6319 3.7206 -0.3540 0.1271 -0.3597 -0.1669 -0.8257
C 2.9916 3.6748 -0.6431 -0.0976 -0.4830 -0.2527 -0.5699
C 3.5303 2.5446 -1.2649 -0.7622 0.2098 0.2434 -0.7251
C 2.7259 1.4504 -1.5970 0.0015 0.1523 -0.1584 1.2002
C 3.3479 0.2997 -2.3467 -0.0346 0.0752 0.3913 -1.8650
C 1.3084 -0.9259 0.5736 -0.4358 -0.0235 0.1129 0.4149
O 2.4590 -0.5745 0.5672 0.6952 0.3040 -0.2775 -0.5809
C 0.7570 -1.5469 1.8105 -0.0910 -0.0579 0.4441 1.1027
C 1.3254 -1.0885 3.1191 -0.1597 -0.0512 -0.0884 -1.0829
O 1.0867 0.2900 3.3018 0.2613 -0.0559 0.1558 -0.4055
C 2.1681 1.1620 2.9880 -0.3141 0.2483 0.1226 -0.4343
C -0.1971 -2.4619 1.7155 0.0779 0.1833 0.0178 -1.0265
C -0.6511 -2.8171 0.3622 0.1328 0.4197 -0.0092 0.1078
O -1.0165 -3.9205 0.0503 -0.4666 -0.6286 -0.0146 -0.5792
H -5.3426 0.5909 1.2452 0.0599 0.0992 0.0369 0.2667
H -6.2373 -0.9001 1.4674 -0.0678 -0.2087 0.0204 0.2503
H -6.0093 -0.2291 -0.1563 -0.0178 -0.0872 -0.1660 0.3367
H -3.6759 -2.6454 -0.4206 0.0294 -0.1218 0.1066 0.3003
H -4.8560 -1.6470 -1.2283 -0.2443 0.0592 0.0938 0.4329
H -3.2238 -0.2266 -2.0497 -0.0105 0.0985 -0.1264 0.4835
H -2.4823 -0.1546 -0.4507 0.0015 0.2905 -0.0232 0.3512
H -1.3204 -1.3967 -2.6486 0.2069 -0.0945 -0.1333 0.4210
H -2.0386 -2.7524 -1.7572 0.0536 -0.2110 -0.2994 0.6692
H -0.5835 0.7333 -1.6578 -0.1789 0.0896 -0.0901 0.5394
H 0.6800 -0.0672 -2.5614 -0.0904 -0.1498 -0.0749 0.4544
H -0.2249 2.6497 -0.4373 -0.1347 0.0232 0.0323 0.3884
H 1.1940 4.5934 0.1050 -0.0251 0.0918 0.0633 0.3976
H 3.6382 4.5083 -0.4173 0.0188 0.1272 0.0885 0.4197
H 4.5838 2.5248 -1.4969 0.1449 -0.0695 -0.0681 0.4190
H 3.3081 0.4533 -3.4231 0.0262 0.0742 -0.1276 0.3523
H 2.8737 -0.6469 -2.1237 -0.1620 -0.1798 0.0641 0.2918
H 4.3830 0.2039 -2.0372 0.2201 -0.0354 -0.1304 0.4539
H 0.8027 -1.6262 3.9067 -0.0535 -0.0016 0.1883 0.3794
H 2.3835 -1.3407 3.1923 0.1710 0.1220 -0.0502 0.3425
H 3.1251 0.6497 2.9978 0.1098 -0.1416 -0.1015 0.2859
H 2.1898 1.9475 3.7404 -0.0564 0.0333 0.1328 0.2632
H 2.0003 1.6345 2.0225 0.1592 -0.0429 -0.2068 0.0578
H -0.6330 -2.9386 2.5788 0.0071 -0.2989 0.0537 0.4070
```
Positions in Å, forces in eV/Å.

**SMILES string**: COCCCC1=C(Cc2ccccc2C)C(=O)C(COC)=CC1=O
**Frontier orbital gap**: 8.1 eV
**E_LUMO**: -0.75 eV
**Energy**: -29317.167 eV
**Energy relative to the best compared isomer or geometry (same formula, charge and spin)**: 54.64 kcal per mole

Entry 2:
Below is 2 unconnected molecules or ions with the total composition C4H11N3O2 at a distorted geometry, with properties calculated with ωB97M-V/def2-TZVPD.

Geometry as XYZ:
```
20
Properties=species:S:1:pos:R:3:forces:R:3:mulliken_charge:R:1
C 0.7100 -0.7090 -1.0511 -0.8482 -0.1979 0.5653 -0.8376
C -1.0820 -1.3681 1.1385 0.1103 0.4840 0.4515 -1.1821
C -1.1264 -0.3576 0.0226 0.7340 0.5304 -1.1688 0.6891
N 0.4564 -0.2957 -2.3805 0.0585 0.2092 -0.1869 -0.5515
O -1.9898 -0.3481 -0.8358 0.0016 -0.2151 -0.1299 -0.6886
H -0.5249 -0.4130 -2.6173 0.0132 0.0224 0.0941 0.2862
H 0.7044 0.6824 -2.5025 -0.0156 -0.0691 -0.0321 0.2778
H 0.4627 -1.7639 -0.9246 -0.0333 -0.0548 -0.0422 0.4170
H 1.7652 -0.6173 -0.7947 0.0059 0.2388 0.0881 0.3099
H -1.1234 -2.3690 0.7151 -0.0428 0.1128 -0.1431 0.3263
H -0.1852 -1.2982 1.7515 0.0215 -0.0014 0.0189 0.2926
H -1.9551 -1.2283 1.7853 0.0167 -0.0382 -0.0461 0.3842
C 0.7151 1.2551 0.1876 -0.5078 1.6990 0.8187 0.3772
N -0.7782 1.1994 0.4781 0.4953 -1.0739 0.2521 -0.1604
N 1.4204 0.9897 1.3825 -0.0432 -0.3030 -0.6038 -0.5170
O 1.0816 2.0817 -0.6345 -0.2421 -1.1482 0.3093 -0.6292
H 1.3542 0.0347 1.7083 0.0245 0.0517 0.0072 0.2267
H -1.2483 1.8453 -0.1552 -0.0615 -0.3163 -0.1196 0.3635
H -1.0413 1.4013 1.4455 0.2982 0.1626 -0.0801 0.3307
H 2.3846 1.2785 1.2813 0.0148 -0.0931 -0.0527 0.2852
```
Positions in Å, forces in eV/Å.

**Frontier orbital gap**: 7.6 eV
**E_LUMO**: 0.50 eV
**Energy**: -12889.054 eV
**Energy relative to the best compared isomer or geometry (same formula, charge and spin)**: 87.07 kcal per mole

Entry 3:
Below is 2 unconnected molecules or ions with the total composition C3H10NO at a distorted geometry, with properties calculated with ωB97M-V/def2-TZVPD.

Geometry as XYZ:
```
15
Properties=species:S:1:pos:R:3:forces:R:3:mulliken_charge:R:1
C 1.4868 -1.7079 0.8136 2.2861 -2.3876 0.0589 -1.1229
C 0.5291 -1.0969 -0.0566 -2.3217 4.5357 -0.5923 0.1793
C -0.5141 -0.3077 0.4244 0.7349 -2.7587 -1.0538 -0.3318
N -1.4632 0.2547 -0.7003 1.4172 0.4750 1.1657 -0.3843
H 1.2016 -1.9158 1.8392 -0.1402 0.4969 0.1016 0.3402
H 2.5309 -1.3276 0.7319 -0.8665 0.5694 0.2690 0.2988
H 1.7250 -2.6992 0.3899 -0.4017 -0.1080 0.1202 0.3427
H 0.8127 -0.9460 -1.1455 -0.4671 -0.6524 1.2177 0.2329
H -0.8595 -0.4318 1.4883 -0.0373 0.7521 -1.4626 0.2780
H -0.7895 0.8101 -1.2697 -0.8870 -0.1902 0.2365 0.4311
H -2.2001 0.9604 -0.3973 1.0553 -1.4134 -0.2851 0.3575
H -1.7873 -0.5558 -1.2441 -0.4583 0.6224 0.2667 0.3664
H -0.6351 3.5902 -0.5532 -0.2814 2.0755 -0.7778 0.3090
H 0.4763 2.6306 -0.1215 -1.5858 0.3544 0.0290 0.3392
O -0.5134 2.7428 -0.1992 1.9534 -2.3713 0.7062 -0.6361
```
Positions in Å, forces in eV/Å.

**Total charge**: +1
**Frontier orbital gap**: 10.8 eV
**E_LUMO**: -3.48 eV
**Energy**: -6802.831 eV
**Energy relative to the best compared isomer or geometry (same formula, charge and spin)**: 34.13 kcal per mole

Entry 4:
Below is 3 unconnected molecules or ions with the total composition C34H62BrF12N8O7 at a distorted geometry, with properties calculated with ωB97M-V/def2-TZVPD.

Geometry as XYZ:
```
124
Properties=species:S:1:pos:R:3:forces:R:3:mulliken_charge:R:1
C 6.1314 -5.0837 1.8425 -0.3308 0.5718 -0.2925 -1.1329
C 5.8602 -3.9691 2.9745 1.6047 -1.6812 0.0739 0.0863
N 6.6043 -4.0423 4.0423 -1.8214 0.4094 -1.8235 -0.6687
C 4.7513 -2.8786 2.7131 0.1939 -0.6227 1.1713 0.1094
C 5.3514 -1.4057 2.3221 -0.9804 -2.6618 -1.8413 0.6483
N 6.7687 -1.6184 2.0351 -0.0039 1.4572 0.1839 -0.4366
C 4.4544 -0.9476 1.0582 -0.7114 -0.0577 0.3391 -1.0049
C 4.7580 -1.7307 -0.2879 0.0448 -0.3850 -0.0121 -0.6590
C 3.8042 -1.3735 -1.5053 1.2912 -0.9579 -0.5431 -0.8489
O 2.6088 -2.1632 -1.3550 -0.3838 1.8991 0.1865 -0.3686
C 1.4297 -1.3539 -1.3418 -1.1795 -0.6152 -0.9500 -0.2572
C 0.2462 -2.3053 -0.7916 1.5026 -1.3691 -0.1414 0.7886
F 0.8685 -3.4514 -0.2323 -1.3474 1.8750 -0.5018 -0.3059
F -0.5478 -2.8045 -1.8399 1.1676 1.3448 2.0418 -0.0774
C -0.6242 -1.6322 0.3522 -0.7637 0.2871 0.0097 0.1889
F 0.1745 -0.8858 1.2474 -1.1673 -1.1324 -1.8131 -0.1376
F -1.5385 -0.7795 -0.3012 1.6183 -1.1432 1.3294 -0.1836
C -1.4609 -2.6413 1.2531 -0.1702 -1.5396 0.6719 0.6379
F -0.6403 -3.3539 2.1531 -0.9791 1.5119 -2.0347 -0.2963
F -2.0888 -3.6036 0.4348 1.1206 1.8687 1.2808 -0.2721
C -2.6029 -1.9566 2.1358 -0.6183 -0.1907 1.7152 0.0846
F -2.4050 -0.5922 2.3674 -0.0261 -1.9759 -0.6139 -0.2076
F -2.5728 -2.5793 3.4093 -0.0261 1.0905 -2.1057 -0.2777
C 4.3066 0.6322 0.9627 -0.5929 -1.1697 -0.9198 -0.5694
C 5.5895 1.4734 0.6106 0.0820 2.2505 -0.3834 0.6275
F 5.1344 2.6464 -0.0662 0.7047 -1.7949 1.2057 -0.3215
F 6.2947 1.9621 1.7448 -1.3254 -1.3283 -1.5934 -0.3556
C 6.6628 0.8781 -0.3721 1.4126 0.2894 -1.1238 0.2120
F 6.1230 0.7137 -1.6740 0.6940 0.5882 2.3543 -0.2542
F 7.7318 1.8059 -0.4179 -2.1110 -1.5129 -0.1896 -0.3170
N 3.5724 1.0436 2.1843 2.0254 -0.9989 1.6943 1.1366
C 3.3138 2.4760 2.3572 -2.4668 1.9821 0.3719 -1.1086
C 2.0425 3.0411 1.5400 0.9707 2.0739 1.0957 0.8243
O 2.1998 2.9286 0.1167 -0.6383 -0.2400 0.7626 -0.5142
C 2.0421 4.6382 1.8648 0.4729 -0.4702 -0.6388 -1.0768
N 0.6941 5.2405 1.8470 0.7238 -0.4185 0.0317 -0.5397
C 3.8975 0.3068 3.3642 0.0419 0.1093 -0.4758 -0.3643
N 3.0675 0.2894 4.4102 0.9568 -0.4372 -0.5351 0.1830
C 3.2907 -0.5402 5.6313 -1.1831 2.0637 3.1342 -0.5252
C 2.6057 0.3948 6.8635 -3.1620 -1.3601 0.2591 -0.0665
C 0.9609 0.2260 6.9917 3.8493 -0.9685 3.2807 -0.5812
O 2.0326 -0.3768 7.9968 1.2276 1.5462 -3.6597 -0.4119
N 5.0537 -0.5398 3.4778 -1.3342 0.8752 -1.3131 0.0713
Br 6.4508 0.0830 4.4926 0.1948 0.3112 0.4058 0.0653
H 5.3846 -5.9473 1.9150 0.9450 1.2710 -0.0852 0.2926
H 6.0539 -4.6376 0.7925 -0.0449 -0.6033 1.2978 0.1975
H 7.1877 -5.5051 1.9351 -1.4688 0.5991 0.0548 0.4481
H 7.2378 -4.8559 3.9338 -0.3973 0.6532 0.2009 0.3184
H 4.0078 -3.2634 1.9541 0.9825 0.4224 0.6822 0.2308
H 4.1695 -2.7721 3.6936 0.8384 -0.0334 -1.3431 0.1275
H 6.9493 -2.2095 1.2214 -0.4792 -0.0020 0.4855 0.3172
H 7.3106 -0.7601 1.8990 -0.3561 -0.2329 0.2344 0.3399
H 3.3991 -1.3266 1.3210 1.2376 0.8751 -0.3583 0.2057
H 4.5650 -2.8366 -0.0567 0.2481 1.5126 -0.4314 0.3788
H 5.8256 -1.6902 -0.6574 -1.1099 0.2425 0.5765 0.4064
H 3.6330 -0.2705 -1.6843 -0.0189 -1.1835 0.4195 0.3720
H 4.3259 -1.7621 -2.4485 -0.6598 0.6182 1.2503 0.4068
H 1.5358 -0.4025 -0.7390 -0.1436 -1.1103 -0.4695 -0.0211
H 1.1124 -1.0907 -2.4113 0.4161 -0.1630 1.4110 0.3750
H -3.6398 -2.1474 1.7271 1.3160 0.4194 0.1951 0.2455
H 3.5697 0.8109 0.1031 1.2337 0.1204 1.1452 0.1692
H 7.1270 -0.1066 -0.1020 -0.6926 1.0315 -0.0440 0.1618
H 4.1587 3.1969 2.1447 -0.4822 -1.3712 0.0233 0.3500
H 3.0363 2.6702 3.4522 0.4155 -0.3615 -1.5032 0.5673
H 1.0526 2.6625 1.9434 1.1032 -0.1679 -0.6498 0.0353
H 1.6885 3.6685 -0.2776 0.3855 -0.7527 0.2433 0.3551
H 2.6172 4.8612 2.8242 -1.0004 -0.2449 -0.9841 0.3155
H 2.6596 5.0938 1.0145 -0.7647 -0.4745 1.2781 0.4471
H 0.3805 5.4825 0.9040 0.0192 -0.2674 0.5788 0.2949
H 0.0088 4.6526 2.3309 0.2722 0.4354 -0.4264 0.2537
H 2.1742 0.8071 4.4093 0.8092 -0.2342 -0.2538 0.4160
H 2.7114 -1.5068 5.6417 0.8331 0.9916 -0.3510 0.3062
H 4.3631 -0.6155 5.9553 -1.0987 -0.2463 -0.8998 0.2509
H 3.0594 1.4643 7.0558 -0.8176 -2.3927 -0.2220 0.3140
H 0.5438 0.8361 7.8544 -0.4877 -0.1185 -2.3942 0.3808
H 0.4516 -0.6606 6.5180 0.3872 1.4509 0.2876 0.2686
C -3.6743 -1.1644 -2.9815 0.0756 0.2059 -0.2183 -0.1534
O -2.9028 -1.2644 -4.1669 -0.0611 -0.1957 0.4316 -0.4026
C -2.3137 -2.5529 -4.3454 0.1794 -0.0044 -0.6291 -0.7566
C -2.9575 -3.2857 -5.5199 -0.2754 0.1805 0.4377 -0.2468
N -4.3251 -3.6935 -5.2017 0.2066 0.0046 -0.1721 -0.3260
C -5.0831 -4.1721 -6.3598 -0.1685 0.1951 0.1660 -0.6857
C -5.3565 -3.1713 -7.4924 -0.2777 -0.3421 -0.0381 -0.4885
O -6.2346 -2.1126 -7.1316 0.4223 -0.0170 -0.0668 -0.4267
C -5.6076 -1.0128 -6.4910 -0.4155 -0.0187 -0.0219 -0.4976
H -3.9520 -0.1177 -2.8478 0.0318 -0.0608 -0.1133 0.0012
H -4.5900 -1.7551 -3.0579 -0.0476 -0.0936 0.1816 0.3272
H -3.0952 -1.4824 -2.1080 -0.1014 -0.0755 -0.0277 0.0583
H -2.3489 -3.1503 -3.4297 -0.2158 0.0470 -0.0655 0.3513
H -1.2586 -2.3799 -4.5828 -0.0225 -0.0570 0.0042 0.3223
H -2.3638 -4.1734 -5.7598 -0.0393 0.0106 0.0000 0.4067
H -2.9334 -2.6117 -6.3830 0.2322 0.0304 -0.0642 0.2001
H -4.8199 -2.9054 -4.8020 0.0499 -0.0587 -0.0264 0.0664
H -6.0492 -4.5162 -5.9784 0.0194 0.0061 -0.1216 0.3770
H -4.5785 -5.0519 -6.7734 0.0508 0.0845 -0.0189 0.3962
H -5.8691 -3.7209 -8.2875 -0.0196 0.0370 0.0483 0.3612
H -4.4375 -2.7810 -7.9431 0.0468 0.1151 0.1417 0.3373
H -4.5849 -0.8541 -6.8411 0.0339 -0.0810 0.0646 0.2661
H -5.6242 -1.1483 -5.4071 0.2185 0.1212 0.0616 0.1482
H -6.1903 -0.1167 -6.7129 -0.0065 -0.0811 -0.0610 0.3144
C -7.5952 5.4900 -1.0603 0.0180 0.1247 0.2539 -0.7050
O -7.2501 4.8319 0.1490 -0.1382 -0.1421 -0.3888 -0.3428
C -7.5085 3.4282 0.1222 0.2477 -0.1013 0.5342 -0.8177
C -6.2003 2.6410 0.1228 -0.1779 0.3222 -0.3789 -0.2110
N -5.4997 2.7789 -1.1538 0.1258 -0.1413 0.2801 -0.2924
C -4.1307 2.2637 -1.1334 -0.0944 0.3449 -0.1348 -0.4834
C -3.1260 2.9533 -0.1971 0.2105 -0.2415 -0.2965 -0.2498
O -2.8058 4.2881 -0.5685 -0.0808 -0.2116 0.3394 -0.4828
C -3.7168 5.2713 -0.0971 0.2027 0.1809 -0.2572 -0.6036
H -7.5102 6.5651 -0.8943 0.0222 -0.0988 0.0717 0.2385
H -6.9145 5.2126 -1.8686 -0.0937 -0.0325 -0.1818 0.2995
H -8.6271 5.2663 -1.3486 0.0758 -0.0137 -0.0714 0.3426
H -8.1500 3.1433 -0.7175 0.1544 0.0929 -0.0807 0.4116
H -8.0523 3.1946 1.0433 0.0176 -0.0296 -0.0535 0.3957
H -6.4164 1.5829 0.3020 0.0276 0.0147 -0.0286 0.3758
H -5.5914 3.0137 0.9537 -0.1124 -0.0510 0.2072 0.1900
H -5.4668 3.7588 -1.4080 -0.0642 -0.0800 -0.0114 0.0707
H -3.7502 2.3526 -2.1559 0.1052 -0.0285 0.0857 0.4054
H -4.1585 1.1931 -0.9016 -0.0106 0.0510 0.1181 0.1744
H -2.1870 2.3945 -0.2690 0.0045 0.0179 -0.0420 0.1171
H -3.4254 2.9013 0.8556 -0.1575 0.1259 -0.0082 0.3631
H -4.1579 5.0032 0.8657 -0.0718 -0.0726 -0.0651 0.2983
H -4.4976 5.4481 -0.8392 -0.1715 0.0450 0.1775 0.1857
H -3.1690 6.2079 0.0241 0.0472 -0.0852 -0.0039 0.3197
```
Positions in Å, forces in eV/Å.

**Total charge**: +1
**Frontier orbital gap**: 5.6 eV
**E_LUMO**: -4.25 eV
**Energy**: -165151.437 eV

Entry 5:
Below is 2 unconnected molecules or ions with the total composition C5H9N2O3S2 at a distorted geometry, with properties calculated with ωB97M-V/def2-TZVPD.

Geometry as XYZ:
```
21
Properties=species:S:1:pos:R:3:forces:R:3:mulliken_charge:R:1
C 2.8169 -0.9215 0.0676 -0.2940 0.5410 -0.1997 0.0075
C -0.5858 -1.2490 -0.1029 2.3028 0.1810 0.2312 -0.7731
C -0.2686 1.0221 -0.8294 0.3321 1.7667 1.3200 -0.5337
C -0.2779 -0.7673 1.3222 0.2027 -1.7439 0.5031 -0.2625
C -0.1359 1.4408 0.7495 -3.0847 -0.4194 -1.3000 -0.3527
N 0.0340 -0.3874 -1.0583 0.7712 2.3011 -1.2958 0.5578
N 1.1373 -0.7541 -1.7739 -0.6256 0.9277 1.4950 -0.9340
O 3.0813 1.5197 -1.2556 -0.8481 -0.2258 -0.1614 -0.6426
O 3.3156 1.4323 1.2234 -0.2761 -0.4248 -0.7895 -0.6264
O -0.9096 0.4426 1.5509 0.5846 2.1628 -0.8104 -0.4458
S 3.4753 -2.3423 0.2339 0.2413 -0.0122 0.0502 -0.3333
S 3.6767 0.8297 -0.0966 1.4499 0.0535 1.2340 0.5523
H -0.0526 -2.1275 -0.3570 -0.0496 -1.6975 0.3523 0.3570
H -1.5961 -1.2618 -0.3335 -2.2867 -0.4352 -0.0056 0.4066
H -1.3767 1.1203 -0.9914 0.8532 0.2277 -0.1751 0.3520
H 0.3425 1.8263 -1.4679 -1.2432 -2.2176 1.2124 0.2543
H -0.6473 -1.4953 2.1346 0.6718 0.8449 -1.2745 0.2800
H 0.8306 -0.6198 1.3501 -0.6414 -0.4742 0.3857 0.2178
H 0.8381 1.5002 1.1750 0.9832 0.1352 -0.0571 0.3119
H -0.7263 2.3970 0.8324 0.8317 -0.8182 0.1397 0.3047
H 1.6385 0.1593 -1.7850 0.1248 -0.6729 -0.8546 0.3021
```
Positions in Å, forces in eV/Å.

**Total charge**: -1
**Frontier orbital gap (alpha / beta)**: 6.1 / 6.7 eV
**E_LUMO (alpha / beta)**: 3.27 / 3.17 eV
**Energy**: -36119.955 eV
**Energy relative to the best compared isomer or geometry (same formula, charge and spin)**: 87.80 kcal per mole